Computed, not measured: a molecular structure, C37H49AsFeN3O2 at a distorted geometry, with ωB97M-V/def2-TZVPD.

HOMO (spin up / spin down): -9.179 / -9.349 eV
Total charge: +1
HOMO-LUMO gap (spin up / spin down): 7.267 / 7.112 eV
ΔE to the lowest compared entry with this formula, charge and spin: 2.265 eV
Multiplicity: 5
E: -142949.507 eV
LUMO level (spin up / spin down): -0.0703 / -0.0822 Ha
<S²>: 6.014

Element x y z (Å)
Fe -0.9830 -0.2943 0.6656
C -1.6372 0.8077 3.0675
C -2.6206 1.3206 2.1914
C -3.4390 0.2359 1.7683
C -2.9922 -0.9421 2.4183
C -1.8845 -0.5891 3.2324
C -1.2370 -1.4513 4.2690
C -3.6076 -2.2971 2.2721
C -4.5792 0.3644 0.8146
C -2.8644 2.7360 1.7883
C -0.5217 1.5440 3.7397
H -0.1497 -1.4284 4.1969
H -1.5802 -2.4810 4.1951
H -1.5077 -1.0885 5.2624
H -4.5364 -2.3674 2.8401
H -2.9374 -3.0732 2.6335
H -3.8294 -2.4973 1.2249
H -4.2135 0.6544 -0.1731
H -5.2732 1.1374 1.1462
H -5.1203 -0.5731 0.7320
H -2.7183 2.8475 0.7117
H -2.2096 3.4315 2.3098
H -3.8965 3.0075 2.0149
H 0.4413 1.1350 3.4230
H -0.5860 1.4488 4.8236
H -0.5417 2.5978 3.4833
O -0.8903 1.6492 -0.7390
As 0.5018 2.2391 -1.3553
C 1.1225 1.0684 -2.7838
C 0.0964 0.4469 -3.4838
C 0.3729 -0.3293 -4.5958
C 1.6837 -0.4706 -5.0242
C 2.7098 0.1369 -4.3205
C 2.4321 0.9017 -3.1989
C 1.7592 2.7945 0.0429
C 3.1382 2.8838 -0.0906
C 3.8930 3.4833 0.9064
C 3.2766 4.0177 2.0258
C 1.8993 3.9366 2.1609
C 1.1445 3.3340 1.1674
C 0.1773 3.9347 -2.2378
C 1.2459 4.5728 -2.8534
C 1.0539 5.7896 -3.4802
C -0.2049 6.3686 -3.4874
C -1.2728 5.7347 -2.8747
C -1.0818 4.5144 -2.2471
H -0.9208 0.5751 -3.1244
H -0.4304 -0.8137 -5.1325
H 1.9079 -1.0576 -5.9016
H 3.7311 0.0158 -4.6476
H 3.2401 1.3563 -2.6465
H 3.6364 2.4973 -0.9695
H 4.9657 3.5466 0.7965
H 3.8647 4.5113 2.7844
H 1.4139 4.3578 3.0304
H 0.0602 3.2860 1.2315
H 2.2279 4.1140 -2.8371
H 1.8783 6.2884 -3.9677
H -0.3498 7.3185 -3.9771
H -2.2516 6.1907 -2.8916
H -1.9007 3.9983 -1.7584
C 0.5586 -5.7718 1.4931
C 0.5329 -4.4547 2.2611
N 0.1043 -3.3610 1.4043
C -0.3256 -3.5300 0.1148
N -1.0995 -2.6046 -0.3637
C -1.5610 -2.7444 -1.7307
C -0.5198 -3.4353 -2.6120
C -0.1454 -4.7695 -1.9768
N 0.1563 -4.5926 -0.5706
C 1.0701 -5.5023 0.0838
H -0.4459 -6.1921 1.4236
H 1.1991 -6.4867 2.0077
H 1.5389 -4.2306 2.6362
H -0.1371 -4.5356 3.1220
H -0.3887 -2.6048 1.8691
H -1.7786 -1.7466 -2.1185
H -2.4974 -3.3168 -1.7329
H 0.3633 -2.7957 -2.6899
H -0.9108 -3.6015 -3.6150
H 0.7419 -5.1882 -2.4595
H -0.9738 -5.4801 -2.0946
H 2.0778 -5.0659 0.1330
H 1.1134 -6.4284 -0.4909
C 2.6880 -1.3067 1.6721
C 2.6642 -0.5872 0.3347
O 1.3602 -0.5480 -0.2393
H 3.6684 -1.2087 2.1306
H 2.4625 -2.3600 1.5321
H 1.9446 -0.8696 2.3367
H 3.3506 -1.0712 -0.3681
H 2.9647 0.4544 0.4584
H 1.1184 -1.4411 -0.5222

Cartesian forces (eV/Å) of the 3 atoms listed first:
-1.4611 0.7241 0.8253
0.3658 -0.4532 -0.5168
0.3418 -0.4582 -0.4337

From a Mulliken analysis of the wavefunction, the atomic charges in e read: 1.901 0.277 1.139 0.310 0.877 0.585 -1.552 -1.977 -1.648 -1.721 -1.701 0.243 0.392 0.432 0.394 0.355 0.330 0.207 0.346 0.450 0.125 0.394 0.518 0.057 0.482 0.296 -0.516 0.109 0.756 -0.714 -0.797 -0.545 -0.848 -0.025 1.038 -0.298 -0.694 -0.694 -0.572 -1.041 0.545 -0.246 -0.816 -0.447 -0.705 -0.340 0.534 0.495 0.419 0.470 0.247 0.237 0.474 0.403 0.464 0.511 0.333 0.418 0.399 0.420 0.302 -0.750 -0.644 0.973 0.060 0.039 -1.091 -0.251 -0.932 0.123 -0.764 0.305 0.433 0.392 0.228 -0.771 0.277 0.378 0.029 0.446 0.558 0.244 0.221 0.508 -0.885 0.131 0.400 0.526 0.008 0.001 0.371 -0.057 -0.298